Density functional theory data (ωB97M-V/def2-TZVPD) for C4H8BN in the gas phase.

Calculated values
max |F|	5.87	eV/Å
ΔE to the lowest compared entry with this formula, charge and spin	51.42	kcal/mol
total energy	-236.751603	hartree
total charge	0

Bonds (Å) are listed after each position.
Atoms and positions in Å:
1 N 1.42955 -0.03512 -0.70995  C2 1.528, B3 1.385, H13 0.938
2 C 0.15147 -0.73572 -0.24960  N1 1.528, B3 1.632, H5 1.059, C14 1.565
3 B 0.35076 0.83215 -0.65708  N1 1.385, C2 1.632, C7 1.602
4 C -1.13621 -1.91525 1.70042  H8 1.095, H12 1.081, C14 1.319
5 H -0.27369 -1.39411 -0.96222  C2 1.059
6 H 0.91819 2.87223 -1.55052  C7 1.133
7 C 0.03201 2.34383 -1.08192  B3 1.602, H6 1.133, H10 1.072, H11 1.102
8 H -1.82160 -2.46522 1.04794  C4 1.095
9 H 0.68267 -1.09898 1.95888  C14 1.105
10 H -0.64837 2.36194 -1.91030  C7 1.072
11 H -0.51080 2.93956 -0.33080  C7 1.102
12 H -1.24957 -2.13725 2.75278  C4 1.081
13 H 2.17858 -0.30169 -1.20779  N1 0.938
14 C -0.10300 -1.26640 1.20015  C2 1.565, C4 1.319, H9 1.105

These are the Löwdin partial charges, in e, on atoms 1 to 6: 0.172, -0.134, -0.298, -0.043, 0.086, 0.073